A) 22
Properties=species:S:1:pos:R:3:nbo_charge:R:1 method="wB97M-V/def2-TZVPD" smiles=CCCN(C)C.O spin_multiplicity=1 homo_lumo_gap_ev=9.2069
C -0.617 0.678 -0.606 -0.43
C -2.069 0.998 -1.087 -0.61
C -0.677 -0.572 0.287 -0.22
N 0.631 -1.083 0.731 -0.43
C 0.401 -2.396 1.310 -0.43
C 1.685 -1.169 -0.268 -0.42
H -0.420 1.603 -0.017 0.23
H -0.014 0.363 -1.456 0.20
H -2.779 0.934 -0.271 0.21
H -2.088 1.827 -1.799 0.22
H -2.348 0.249 -1.864 0.19
H -1.399 -1.320 -0.049 0.17
H -1.175 -0.202 1.207 0.19
H 1.320 -2.847 1.662 0.20
H -0.170 -3.232 0.887 0.18
H -0.151 -2.222 2.266 0.19
H 2.457 -1.821 0.121 0.20
H 1.388 -1.683 -1.221 0.16
H 2.040 -0.164 -0.490 0.20
H 1.494 3.599 -0.391 0.46
H 1.475 4.644 0.628 0.46
O 1.017 3.817 0.418 -0.93

***

B) 22
Properties=species:S:1:pos:R:3:nbo_charge:R:1 method="wB97M-V/def2-TZVPD" smiles=CCN(C)CC.O spin_multiplicity=1 homo_lumo_gap_ev=9.7973
N 0.215 0.109 0.382 -0.46
C 0.901 -0.484 1.492 -0.42
C -1.878 1.246 -0.130 -0.61
C 1.961 -0.156 -1.422 -0.62
C -0.739 1.079 0.893 -0.22
C 1.132 0.828 -0.464 -0.22
H 0.232 -0.866 2.281 0.20
H 1.638 0.195 1.954 0.16
H 1.439 -1.335 1.044 0.20
H -1.432 1.616 -1.069 0.20
H -2.590 2.002 0.242 0.21
H -2.431 0.317 -0.345 0.21
H 2.726 -0.712 -0.855 0.20
H 2.468 0.492 -2.156 0.21
H 1.332 -0.880 -1.966 0.22
H -0.201 2.003 1.179 0.17
H -1.179 0.647 1.812 0.19
H 0.561 1.484 -1.150 0.20
H 1.758 1.477 0.178 0.16
O -1.721 -3.189 -0.898 -0.94
H -1.571 -2.380 -0.358 0.48
H -2.622 -3.492 -0.646 0.47

***

C) 22
Properties=species:S:1:pos:R:3:nbo_charge:R:1 method="wB97M-V/def2-TZVPD" smiles=CC[C@@H](C)NC.O spin_multiplicity=1 homo_lumo_gap_ev=10.1383
C -1.627 -0.435 -1.909 -0.42
N -0.396 -0.651 -1.123 -0.63
C 1.113 0.745 2.041 -0.61
C 1.083 0.079 0.669 -0.41
C -0.158 0.453 -0.170 -0.05
C -0.016 1.835 -0.742 -0.64
H -2.139 -1.369 -2.131 0.20
H -1.437 0.065 -2.870 0.18
H -2.296 0.248 -1.395 0.19
H 0.380 -0.657 -1.782 0.35
H 1.568 1.736 2.089 0.20
H 1.773 0.112 2.638 0.22
H 0.142 0.756 2.519 0.20
H 2.032 0.231 0.142 0.19
H 1.102 -1.005 0.815 0.23
H -0.974 0.425 0.561 0.18
H -0.838 2.125 -1.399 0.21
H 0.116 2.550 0.068 0.22
H 0.837 1.929 -1.428 0.20
H -0.556 -2.411 1.232 0.48
H 0.270 -3.603 0.684 0.47
O 0.021 -3.159 1.492 -0.95

***

D) 22
Properties=species:S:1:pos:R:3:nbo_charge:R:1 method="wB97M-V/def2-TZVPD" smiles=CCCCCN.O spin_multiplicity=1 homo_lumo_gap_ev=10.4881
C -1.979 0.835 -0.995 -0.61
C -0.438 0.950 -0.879 -0.40
C 0.292 -0.369 -1.098 -0.41
C -0.216 -1.514 -0.149 -0.40
C -0.341 -1.094 1.335 -0.23
N 0.870 -0.481 1.839 -0.85
H -2.486 1.675 -0.521 0.21
H -2.340 0.796 -2.021 0.20
H -2.261 -0.054 -0.436 0.20
H -0.249 1.325 0.129 0.18
H -0.112 1.749 -1.546 0.21
H 0.074 -0.736 -2.102 0.21
H 1.353 -0.344 -0.883 0.20
H -1.170 -1.929 -0.463 0.20
H 0.554 -2.287 -0.162 0.21
H -1.292 -0.566 1.474 0.16
H -0.513 -2.042 1.861 0.19
H 0.917 -0.427 2.849 0.37
H 0.906 0.451 1.449 0.35
H 2.660 1.377 0.844 0.46
H 3.005 0.933 -0.484 0.46
O 2.766 1.753 -0.041 -0.92

***

Which is less stable than every other structure shown? A) is.